Entry from the Open Molecules 2025 dataset: a 10-piece molecular cluster, C68H89N14O10 overall at a distorted geometry (the ωB97M-V functional and the def2-TZVPD basis).

Structure (XYZ):
```
181
Properties=species:S:1:pos:R:3
O 17.940 18.429 13.247
H 18.502 17.926 12.626
C 16.477 18.502 8.399
N 17.188 17.294 8.963
C 17.634 16.255 8.226
C 18.232 15.142 8.820
C 18.249 15.036 10.190
C 17.730 16.138 10.964
C 17.326 17.210 10.298
C 18.809 13.766 10.884
C 19.873 13.064 10.332
C 20.428 12.011 11.031
N 19.913 11.636 12.229
C 18.837 12.210 12.801
C 18.321 13.337 12.145
C 20.431 10.506 12.927
H 15.865 18.930 9.193
H 15.838 18.236 7.557
H 17.205 19.282 8.175
H 17.509 16.529 7.189
H 18.654 14.458 8.099
H 17.764 16.275 12.035
H 16.999 18.075 10.856
H 20.346 13.343 9.402
H 21.300 11.439 10.749
H 18.443 11.736 13.688
H 17.377 13.798 12.397
H 20.615 10.894 13.929
H 21.353 10.306 12.381
H 19.797 9.629 12.799
C 21.483 15.222 12.622
N 21.695 16.211 13.694
C 22.356 15.808 14.846
C 22.604 16.669 15.887
C 22.184 18.030 15.816
C 21.580 18.429 14.642
C 21.275 17.559 13.601
C 22.482 18.961 16.883
C 23.057 20.244 16.769
C 23.429 20.993 17.889
N 23.174 20.467 19.128
C 22.444 19.345 19.264
C 22.105 18.569 18.136
C 23.484 21.300 20.254
H 20.445 15.343 12.313
H 21.455 14.180 12.941
H 22.088 15.547 11.775
H 22.583 14.756 14.935
H 23.294 16.416 16.678
H 21.324 19.434 14.340
H 20.778 17.779 12.667
H 23.343 20.673 15.820
H 23.924 21.952 17.837
H 22.249 19.004 20.270
H 21.617 17.614 18.262
H 24.530 21.599 20.183
H 23.276 20.760 21.178
H 22.979 22.267 20.237
C 14.632 11.451 15.424
N 14.432 12.839 14.897
C 13.193 13.192 14.629
C 12.946 14.443 14.011
C 14.078 15.294 13.652
C 15.379 14.799 14.001
C 15.503 13.556 14.604
C 13.945 16.626 12.921
C 14.858 17.650 13.057
C 14.575 18.901 12.543
N 13.520 19.190 11.761
C 12.649 18.192 11.511
C 12.878 16.897 12.044
C 13.233 20.547 11.299
H 14.388 10.758 14.619
H 13.925 11.270 16.234
H 15.608 11.273 15.876
H 12.340 12.607 14.942
H 11.914 14.657 13.779
H 16.297 15.346 13.848
H 16.395 12.954 14.699
H 15.741 17.519 13.666
H 15.194 19.763 12.744
H 11.797 18.469 10.908
H 12.204 16.173 11.610
H 12.457 20.501 10.535
H 14.130 21.021 10.901
H 12.845 21.077 12.169
C 9.213 16.464 18.853
N 10.551 16.621 18.286
C 10.961 17.909 18.101
C 12.341 18.153 17.849
C 13.244 17.116 17.504
C 12.712 15.839 17.713
C 11.387 15.598 18.170
C 14.724 17.264 17.256
C 15.653 16.412 17.853
C 17.013 16.566 17.468
N 17.361 17.493 16.569
C 16.480 18.352 16.003
C 15.164 18.276 16.425
C 18.744 17.510 16.161
H 8.910 15.429 18.693
H 8.543 17.128 18.306
H 9.276 16.730 19.908
H 10.198 18.648 18.291
H 12.839 19.111 17.812
H 13.283 14.953 17.481
H 11.032 14.664 18.579
H 15.427 15.604 18.533
H 17.797 15.914 17.823
H 16.903 18.978 15.231
H 14.395 18.849 15.930
H 18.776 16.734 15.397
H 19.424 17.298 16.986
H 18.919 18.510 15.764
C 19.476 19.947 10.962
N 20.375 20.992 10.419
C 21.487 21.313 11.119
C 22.057 22.563 10.946
C 21.734 23.437 9.896
C 20.634 23.005 9.103
C 19.972 21.811 9.377
C 22.488 24.683 9.633
C 22.765 25.068 8.287
C 23.449 26.279 8.023
N 23.931 26.961 9.091
C 23.622 26.562 10.382
C 22.920 25.455 10.678
C 24.571 28.276 8.916
H 19.996 18.990 10.987
H 18.686 19.766 10.234
H 19.103 20.226 11.947
H 21.797 20.756 11.991
H 22.828 22.784 11.669
H 20.357 23.620 8.260
H 19.102 21.529 8.802
H 22.538 24.441 7.437
H 23.573 26.750 7.059
H 24.018 27.199 11.159
H 22.691 25.234 11.710
H 24.423 28.888 9.806
H 24.044 28.840 8.147
H 25.628 28.101 8.714
C 19.755 23.313 17.431
C 18.662 22.897 16.402
C 19.125 23.448 15.051
N 18.166 22.993 13.855
C 17.827 21.455 13.935
C 18.887 23.329 12.501
C 18.519 24.770 12.072
C 17.378 25.180 13.042
C 16.886 23.879 13.718
H 19.481 22.830 18.370
H 19.766 24.387 17.616
H 20.722 22.873 17.188
H 17.712 23.296 16.757
H 18.632 21.808 16.373
H 20.073 22.963 14.819
H 19.214 24.534 15.033
H 18.735 20.853 13.903
H 17.343 21.228 12.985
H 17.245 21.158 14.807
H 18.445 22.672 11.752
H 19.931 23.036 12.610
H 18.219 24.847 11.027
H 19.341 25.475 12.202
H 16.521 25.650 12.560
H 17.860 25.810 13.790
H 16.227 23.328 13.047
H 16.456 24.019 14.710
N 14.462 21.724 15.915
O 14.744 21.288 14.806
O 15.362 22.340 16.488
O 13.377 21.533 16.513
N 23.298 18.018 10.951
O 23.427 18.887 11.783
O 22.223 17.801 10.430
O 24.274 17.255 10.816
N 16.083 22.132 9.429
O 15.179 21.678 8.754
O 16.809 21.365 10.023
O 16.305 23.328 9.542
```

As for the total charge: +7. The HOMO-LUMO gap comes out at 4.10 eV. The lowest unoccupied orbital energy comes out at -15.448 eV. The HOMO energy comes out at -19.55 eV. The max |F| is 5.4 eV Å⁻¹.